No. 1
DFT (ωB97M-V/def2-TZVPD) results for 12 unconnected molecules or ions with the total composition C5H36N2O12 at a distorted geometry.

```
55
Properties=species:S:1:pos:R:3:mulliken_charge:R:1
C 1.139 -0.139 0.070 -0.50
C -0.014 -1.064 0.020 -0.13
C -1.429 -0.423 -0.143 0.87
C -2.465 -1.515 -0.475 -1.51
C -1.264 1.202 1.784 -0.72
N -2.039 0.180 1.067 -0.26
N 2.402 -0.726 -0.589 -0.47
H 1.176 0.869 -0.306 -0.17
H 1.456 0.141 1.093 0.52
H 0.141 -1.847 -0.766 0.47
H 0.014 -1.734 0.889 -0.09
H -3.497 -1.189 -0.126 0.39
H -2.597 -1.781 -1.529 0.16
H -0.207 0.895 1.746 0.21
H -1.602 1.171 2.817 0.35
H -1.299 2.191 1.298 0.24
H -2.969 0.448 0.773 0.27
H 3.007 -1.067 0.142 0.22
H 2.230 -1.355 -1.360 0.15
H 0.789 -3.665 0.814 0.35
H 0.197 -5.035 1.072 0.32
O 1.030 -4.552 1.114 -0.68
H -1.001 -0.714 -2.541 0.27
H -2.544 -3.097 -3.576 0.33
O -0.423 -1.079 -3.243 -0.62
H -1.768 -1.539 2.782 0.28
H -0.932 -2.825 3.334 0.30
O -1.439 -2.429 2.624 -0.57
H -1.148 4.913 -1.286 0.32
H -1.939 3.863 -2.075 0.36
O -1.107 4.363 -2.075 -0.73
H 0.337 3.374 -1.531 0.31
H 1.600 2.702 -1.975 0.35
O 1.116 2.899 -1.163 -0.60
H 2.618 3.085 3.886 0.31
H 3.190 1.942 3.187 0.31
O 2.543 2.117 3.892 -0.64
H 1.294 -2.211 3.725 0.30
H 0.972 -1.431 4.914 0.31
O 0.546 -2.066 4.322 -0.63
H 3.910 2.361 0.182 0.29
H 2.590 2.942 0.635 0.30
O 3.415 2.581 0.980 -0.60
H 4.848 0.342 -1.570 0.29
H 3.387 0.864 -1.514 0.39
O 4.311 1.128 -1.689 -0.73
H -1.263 -3.166 -2.854 0.36
H -2.343 -2.514 -0.006 0.18
O -1.719 -3.597 -3.588 -0.66
H -0.511 0.883 -1.417 0.31
H -1.037 -1.244 -3.966 0.34
O -1.375 0.505 -1.201 -0.34
H -3.789 1.898 -2.893 0.31
H -2.966 1.777 -1.623 0.34
O -3.575 2.371 -2.080 -0.74
```

Results
Calculated total energy   -33319.1351 eV
LUMO   0.08 eV
Charge   0
E_HOMO   -9.61 eV
SMILES string   CN[C@@](C)(O)CCN.O.O.O.O.O.O.O.O.O.O.O
Energy relative to the best compared isomer or geometry (same formula, charge and spin)   2.427 eV


No. 2
DFT (ωB97M-V/def2-TZVPD) results for 12 unconnected molecules or ions with the total composition C5H37N2O11 at a distorted geometry.

```
55
Properties=species:S:1:pos:R:3:mulliken_charge:R:1
N 2.791 0.095 -0.119 -0.12
C 2.374 1.329 -0.839 0.26
C 3.505 2.318 -1.068 -1.49
C 1.616 0.846 -2.137 -1.25
N 0.231 0.754 -1.914 0.00
C -0.532 -0.426 -1.647 -0.42
C -1.494 -0.358 -0.451 -1.10
H 3.508 -0.323 -0.708 0.42
H 3.294 0.265 0.760 0.34
H 2.050 -0.601 -0.131 0.29
H 1.616 1.773 -0.193 0.32
H 3.180 3.310 -1.371 0.40
H 4.025 2.029 -1.985 0.39
H 4.108 2.320 -0.170 0.40
H 1.943 1.487 -2.962 0.43
H 2.050 -0.118 -2.420 0.48
H -0.342 1.578 -1.994 0.21
H -1.204 -0.750 -2.466 0.29
H 0.030 -1.364 -1.606 0.30
H -1.492 0.595 0.068 0.40
H -1.073 -1.011 0.316 0.08
H -2.518 -0.661 -0.627 0.48
H -0.399 -1.079 -5.235 0.32
H 0.291 -0.096 -4.329 0.31
O 0.477 -0.828 -4.923 -0.63
H 0.479 -4.625 -2.066 0.30
H 1.187 -3.886 -3.084 0.30
O 1.072 -3.861 -2.131 -0.61
H -1.977 -1.193 4.456 0.31
H -1.847 0.202 4.692 0.32
O -2.561 -0.436 4.548 -0.59
H -3.506 -1.558 2.718 0.29
H -2.510 -2.490 1.976 0.26
O -2.756 -1.571 2.113 -0.49
H -1.017 2.345 4.198 0.33
H -0.593 1.782 5.622 0.34
O -0.426 1.778 4.677 -0.70
H -2.985 2.589 -3.493 0.31
H -3.270 1.230 -2.962 0.31
O -2.682 1.678 -3.573 -0.62
H -0.344 -1.675 2.557 0.18
H 0.294 -3.057 2.377 0.31
O 0.493 -2.119 2.381 -0.53
H -3.473 0.443 1.056 0.28
H -4.680 1.491 0.350 0.31
O -4.107 1.150 1.029 -0.65
H 2.615 0.033 3.053 0.30
H 2.465 -1.449 2.594 0.27
O 2.931 -0.621 2.421 -0.65
H -3.040 2.935 1.176 0.32
H -2.788 4.383 1.075 0.30
O -3.498 3.746 0.921 -0.60
H 2.542 -3.399 -0.601 0.29
H 3.015 -2.394 0.508 0.29
O 2.935 -2.537 -0.437 -0.61
```

Results
Calculated total energy   -31281.2772 eV
LUMO   -2.69 eV
Charge   +1
E_HOMO   -11.40 eV
Energy relative to the best compared isomer or geometry (same formula, charge and spin)   4.616 eV


No. 3
DFT (ωB97M-V/def2-TZVPD) results for 13 unconnected molecules or ions with the total composition C5H37N2O13 at a distorted geometry.

```
57
Properties=species:S:1:pos:R:3:mulliken_spin:R:1
C 0.123 -0.792 3.127 0.00
C 0.607 0.173 2.079 0.01
C 0.422 -0.389 0.675 0.01
C 1.712 -1.129 0.266 0.02
C 1.453 -1.934 -0.949 0.01
N 1.956 -1.558 -2.146 0.06
O 0.804 -2.994 -0.912 0.85
N -0.105 1.494 2.198 0.00
H 0.633 -1.754 3.076 0.00
H -0.951 -0.976 3.075 0.00
H 0.308 -0.405 4.133 0.00
H 1.667 0.425 2.151 0.00
H -0.439 -1.067 0.674 0.00
H 0.193 0.380 -0.074 0.00
H 2.507 -0.389 0.137 0.02
H 2.030 -1.850 1.026 0.00
H 1.759 -2.108 -2.990 0.00
H 2.406 -0.629 -2.315 0.00
H 0.453 2.251 1.688 0.00
H -1.091 1.506 1.801 0.00
H -0.198 1.726 3.186 0.00
H -2.483 -3.407 1.454 0.00
H -3.860 -3.857 1.902 0.00
O -3.323 -3.063 1.844 0.00
H -0.353 -3.729 0.228 0.00
H -0.610 -4.844 1.214 0.00
O -1.087 -4.177 0.693 0.03
H -3.069 1.658 1.277 0.00
H -2.780 1.473 -0.204 0.00
O -2.428 1.919 0.607 0.00
H 2.416 2.538 0.982 0.00
H 1.389 3.040 -0.077 0.00
O 1.594 3.062 0.868 0.00
H 3.988 1.142 0.315 0.00
H 4.301 1.655 1.766 0.00
O 3.571 1.347 1.196 0.00
H -4.647 -1.004 3.841 0.00
H -3.627 -1.685 2.901 0.00
O -3.794 -0.869 3.442 0.00
H -4.048 -2.150 -2.100 0.00
H -2.725 -1.848 -2.860 0.00
O -3.594 -1.495 -2.667 0.00
H -1.561 2.314 -3.849 0.00
H -1.892 1.528 -2.537 0.00
O -1.133 1.913 -3.070 0.00
H 5.161 -0.031 -1.475 0.00
H 3.982 0.932 -1.928 0.00
O 4.674 0.794 -1.234 0.00
H 2.202 1.995 -2.745 0.00
H 3.150 1.677 -3.975 0.00
O 2.784 1.306 -3.152 0.00
H 0.249 2.653 -2.376 0.00
H 1.101 3.984 -2.383 0.00
O 1.108 3.050 -2.080 0.00
H -3.439 -0.035 -2.012 0.00
H -4.151 1.323 -1.981 0.00
O -3.315 0.908 -1.733 0.00
```

Results
Calculated total energy   -35369.3078 eV
LUMO (spin up / spin down)   -6.64 / -11.96 eV
Charge   +2
E_HOMO (spin up / spin down)   -15.21 / -15.21 eV
Multiplicity   2
Energy relative to the best compared isomer or geometry (same formula, charge and spin)   0.000 eV


No. 4
DFT (ωB97M-V/def2-TZVPD) results for 14 unconnected molecules or ions with the total composition C5H37N2O14 at a distorted geometry.

```
58
Properties=species:S:1:pos:R:3:mulliken_spin:R:1
O 2.597 0.836 -0.191 0.00
C 2.396 -0.391 -0.168 0.00
C 1.350 -0.976 0.700 0.02
C 0.100 -1.254 -0.133 0.05
C -0.527 0.054 -0.701 0.04
N -0.626 2.975 -0.730 0.43
C -1.004 2.262 0.339 -0.15
N -0.953 0.915 0.406 0.60
H 3.025 -0.965 -0.876 0.00
H 1.673 -1.891 1.199 0.00
H 1.144 -0.294 1.583 -0.02
H -0.630 -1.810 0.457 0.00
H 0.350 -1.902 -0.958 -0.01
H 0.171 0.540 -1.352 0.02
H -1.363 -0.235 -1.290 0.07
H -0.190 2.592 -1.610 -0.01
H -0.673 4.036 -0.699 -0.02
H -1.435 2.791 1.215 0.00
H -1.327 0.432 1.252 -0.07
H -3.617 0.578 0.139 0.00
H -4.647 0.036 -0.906 0.00
O -3.729 -0.095 -0.533 0.00
H 2.798 -1.561 -3.248 0.00
H 2.954 -0.021 -3.545 0.00
O 2.474 -0.879 -3.766 0.00
H 0.819 1.156 4.485 0.00
H 0.726 1.267 2.933 0.00
O 0.506 0.716 3.693 0.00
H 2.755 -3.505 -2.061 0.00
H 4.224 -3.071 -2.320 0.00
O 3.370 -2.764 -2.074 0.00
H 1.694 1.791 0.921 0.00
H 1.777 3.006 1.854 0.00
O 1.209 2.259 1.614 0.00
H -1.237 0.345 3.422 0.00
H -2.076 -0.743 3.004 0.00
O -2.052 0.193 3.056 0.00
H -2.483 -3.066 3.233 0.00
H -2.299 -2.560 1.823 0.00
O -1.986 -2.456 2.723 0.00
H -4.290 2.062 1.833 0.00
H -3.035 1.229 2.120 0.00
O -3.495 1.737 1.417 0.00
H 0.319 1.299 -3.339 0.00
H 1.589 2.058 -3.018 0.00
O 0.647 2.174 -3.000 0.02
H 0.801 -0.997 3.526 0.00
H 0.092 -2.260 3.263 0.00
O 0.943 -1.915 3.350 0.01
H 4.057 2.040 -2.917 0.00
H 3.119 1.385 -1.718 0.00
O 3.228 1.470 -2.714 0.00
H -0.524 -0.445 -4.388 0.00
H 0.827 -0.580 -3.651 0.00
O -0.130 -0.336 -3.544 0.00
H -3.120 -1.622 -0.082 0.00
H -3.422 -3.124 -0.213 0.00
O -2.861 -2.514 0.184 0.00
```

Results
Calculated total energy   -37415.1856 eV
LUMO (spin up / spin down)   -6.91 / -12.00 eV
Charge   +2
E_HOMO (spin up / spin down)   -15.96 / -15.92 eV
Multiplicity   2
Energy relative to the best compared isomer or geometry (same formula, charge and spin)   0.796 eV


No. 5
DFT (ωB97M-V/def2-TZVPD) results for 13 unconnected molecules or ions with the total composition C5H37NO12S2 at a distorted geometry.

```
57
Properties=species:S:1:pos:R:3:mulliken_charge:R:1
N 0.040 1.716 -0.080 -0.40
C -0.767 0.605 0.429 -0.24
C -0.484 -0.749 -0.261 -0.37
S -2.055 -1.624 -0.713 -0.12
S -2.061 -1.891 -2.720 -0.12
C -1.032 -3.406 -3.121 -0.64
C -0.181 -3.024 -4.326 -0.50
C 1.313 -2.900 -3.924 -0.79
H 1.009 1.524 0.126 0.12
H 0.028 1.796 -1.085 0.23
H -1.834 0.854 0.422 0.24
H -0.552 0.522 1.492 0.20
H -0.034 -1.478 0.356 0.33
H -0.003 -0.509 -1.203 0.06
H -1.634 -4.288 -3.314 0.41
H -0.486 -3.542 -2.201 0.28
H -0.197 -3.932 -4.971 0.23
H -0.462 -2.273 -5.068 0.44
H 1.319 -2.178 -3.070 -0.06
H 1.851 -2.320 -4.664 0.38
H 1.752 -3.833 -3.629 0.36
H -3.486 1.134 5.180 0.28
H -3.115 0.907 3.833 0.41
O -3.034 0.446 4.656 -0.67
H -4.834 2.937 1.180 0.41
H -6.000 1.942 1.257 0.31
O -5.604 2.676 1.734 -0.68
H 2.987 -2.548 0.866 0.30
H 2.457 -2.505 2.361 0.34
O 3.134 -2.137 1.777 -0.64
H -2.827 3.216 3.316 0.28
H -4.139 3.057 2.856 0.31
O -3.585 2.729 3.573 -0.64
H 0.079 0.208 4.868 0.27
H -1.277 -0.481 4.886 0.34
O -0.372 -0.615 4.640 -0.64
H 4.404 0.211 0.776 0.33
H 3.871 1.456 0.010 0.30
O 4.498 0.696 -0.047 -0.63
H -0.139 -3.190 2.791 0.27
H 0.294 -1.699 3.214 0.38
O 0.595 -2.595 2.844 -0.65
H 4.525 -2.762 -1.486 0.27
H 4.630 -1.606 -0.507 0.28
O 4.016 -2.064 -1.033 -0.59
H -3.091 4.087 -0.031 0.30
H -2.351 2.831 0.381 0.34
O -3.261 3.159 0.143 -0.63
H 2.986 3.068 -1.988 0.26
H 2.719 1.449 -1.917 0.40
O 2.357 2.371 -1.807 -0.63
H 4.232 -0.179 -2.513 0.31
H 2.938 -0.701 -1.973 0.36
O 3.294 -0.003 -2.542 -0.67
H -1.095 5.863 0.256 0.32
H -0.332 4.522 0.236 0.31
O -1.003 5.052 -0.266 -0.66
```

Results
Calculated total energy   -53516.1827 eV
LUMO   0.12 eV
Charge   0
E_HOMO   -8.56 eV
Energy relative to the best compared isomer or geometry (same formula, charge and spin)   1.871 eV


No. 6
DFT (ωB97M-V/def2-TZVPD) results for 14 unconnected molecules or ions with the total composition C5H37NO15 at a distorted geometry.

```
58
Properties=species:S:1:pos:R:3:mulliken_spin:R:1
C 2.730 0.347 -0.502 0.02
O 3.332 -0.809 -0.988 0.80
C 1.199 0.190 -0.533 0.05
C 0.637 -0.968 0.306 0.02
C -0.284 -1.960 -0.462 0.00
C -1.612 -2.256 0.232 0.00
O -2.573 -1.188 0.267 0.00
N 0.688 1.541 -0.222 0.01
H 3.105 0.373 0.542 0.05
H 3.096 1.203 -1.059 0.01
H 0.897 0.151 -1.586 -0.01
H 1.514 -1.523 0.649 -0.01
H 0.140 -0.550 1.178 0.00
H -0.538 -1.512 -1.430 0.00
H 0.258 -2.893 -0.465 0.00
H -1.464 -2.537 1.279 0.00
H -2.104 -3.080 -0.283 0.00
H 1.127 1.927 0.598 0.00
H -0.293 1.491 -0.019 0.00
H 2.036 -2.702 -2.789 0.00
H 2.498 -3.169 -1.474 0.00
O 1.924 -3.482 -2.188 0.00
H -2.806 3.613 -0.291 0.00
H -2.237 4.782 -0.977 0.00
O -2.969 4.177 -1.158 0.00
H -0.112 0.468 3.620 0.00
H 0.700 1.122 4.807 0.00
O 0.741 0.489 4.083 0.00
H -2.807 2.110 -1.828 0.00
H -2.493 -0.596 -0.491 0.00
O -2.887 1.299 -1.313 0.00
H 3.938 -1.972 1.258 0.00
H 4.428 -1.860 -0.178 0.00
O 4.689 -2.216 0.685 0.02
H -0.054 -4.550 -1.494 0.00
H -1.193 -4.108 -2.350 0.00
O -0.774 -4.912 -2.031 0.00
H -3.680 0.700 3.000 0.00
H -3.355 1.835 4.069 0.00
O -4.010 1.222 3.749 0.00
H 3.049 -0.987 -2.647 0.01
H 2.035 -0.793 -3.724 0.00
O 2.786 -1.363 -3.515 0.03
H -2.035 -0.119 1.704 0.00
H -2.164 1.457 1.880 0.00
O -1.923 0.606 2.357 0.00
H 3.854 -3.818 0.912 0.00
H 3.227 -4.740 -0.026 0.00
O 3.360 -4.670 0.925 0.00
H -2.603 1.571 -0.420 0.00
H -3.025 2.959 1.526 0.00
O -2.323 2.849 0.863 0.00
H 0.324 4.027 -2.774 0.00
H -0.985 4.082 -1.989 0.00
O -0.422 4.596 -2.592 0.00
H -0.435 5.153 1.406 0.00
H -1.797 4.477 1.409 0.00
O -1.366 5.370 1.470 0.00
```

Results
Calculated total energy   -37988.1488 eV
LUMO (spin up / spin down)   1.98 / -1.68 eV
Charge   -1
E_HOMO (spin up / spin down)   -6.98 / -6.98 eV
Multiplicity   2
Energy relative to the best compared isomer or geometry (same formula, charge and spin)   1.384 eV


energy relative to the best compared isomer or geometry (same formula, charge and spin) of number 4 (C5H37N2O14)?
0.796 eV